Record 1
A structure of composition C20H42AlCl8N5O7P in a non-equilibrium geometry. Source: OMol25; level of theory: the ωB97M-V functional and the def2-TZVPD basis.

Properties
* calculated total energy: -5852.06233 Ha
* strongest force on any atom: 5.37 eV/A
* gap between HOMO and LUMO: 0.0354 Ha
* total charge: +1

Geometry as XYZ:
```
84
Properties=species:S:1:pos:R:3:forces:R:3:lowdin_charge:R:1
C 0.823 -2.514 -5.581 -0.932 -0.197 -1.358 -0.178
C 0.372 -1.169 -4.767 0.067 -0.707 -1.675 -0.403
P 1.035 -1.020 -2.984 1.299 0.400 -1.002 0.816
C 2.813 -0.237 -3.141 -0.851 0.899 0.548 -0.287
C 1.307 -2.695 -2.129 1.330 0.941 0.930 -0.415
C -0.143 -3.503 -2.134 4.274 2.280 -2.324 -0.369
C 0.434 -4.959 -2.606 -0.691 1.852 1.138 -0.075
N 1.821 -4.994 -2.742 -3.500 -0.299 0.256 0.028
C 2.556 -3.671 -2.499 -1.849 -2.092 0.065 -0.217
H 1.076 -3.431 -4.899 -0.361 1.790 -1.222 0.047
H -0.122 -2.848 -6.232 2.182 0.548 1.361 0.101
H 1.673 -2.303 -6.391 -1.589 -0.492 1.957 0.085
H -0.816 -1.130 -4.806 2.625 0.060 0.531 0.106
H 0.756 -0.233 -5.387 -0.842 -1.797 1.526 0.101
H 3.643 -1.056 -3.228 -0.834 1.714 0.239 -0.148
H 2.956 0.388 -2.139 0.061 -1.565 -2.124 0.071
H 2.796 0.546 -4.012 0.396 -1.709 1.476 0.080
H 1.577 -2.359 -1.019 -0.825 -0.668 -2.168 0.138
H -0.400 -3.503 -0.992 0.151 0.796 -2.562 -0.116
H -0.863 -2.890 -2.833 1.101 -1.866 1.195 0.123
H -0.360 -5.818 -2.770 2.381 1.604 0.001 0.134
H 2.223 -5.927 -3.008 0.208 1.214 0.503 0.111
H 3.402 -3.909 -1.728 -1.394 0.894 -1.261 0.158
H 3.025 -3.456 -3.548 -1.957 -0.853 1.722 -0.170
C -2.102 0.188 -0.100 -0.739 0.286 0.429 -1.961
Cl -1.560 1.561 0.898 -0.269 -0.339 -0.382 0.607
Cl -0.977 -0.034 -1.465 -0.499 0.143 0.944 0.464
Cl -2.132 -1.292 0.891 0.095 0.232 -0.323 0.525
Cl -3.737 0.517 -0.726 0.443 -0.107 0.163 0.557
O -1.879 4.447 1.466 -0.223 -0.025 2.289 0.029
C -2.007 4.635 2.674 0.000 -0.188 -1.648 -0.503
O -2.265 3.600 3.503 0.315 -0.208 -0.438 -0.017
C -2.242 3.680 4.939 -0.251 0.041 0.194 -0.226
C -3.578 4.161 5.475 -0.010 0.182 -0.303 -0.099
C -1.970 6.024 3.236 0.569 0.462 0.214 0.012
H -1.403 4.290 5.287 -0.114 0.018 -0.141 0.097
H -2.056 2.664 5.303 0.041 0.137 -0.387 0.118
H -3.810 5.171 5.126 0.266 -0.386 0.130 -0.028
H -3.575 4.165 6.568 0.009 -0.009 -0.050 0.079
H -4.385 3.512 5.126 0.122 -0.043 0.085 0.091
H -2.962 6.478 3.143 0.146 -0.082 0.036 0.096
H -1.249 6.614 2.659 -0.336 -0.159 -0.064 0.098
H -1.639 6.072 4.273 -0.245 -0.040 0.024 0.055
C 2.430 2.045 2.226 -0.174 0.161 0.154 -0.696
O 1.739 2.668 3.017 -0.191 0.008 0.261 0.028
N 1.911 1.339 1.205 -0.872 -0.553 -0.859 0.161
N 3.772 2.008 2.305 1.328 0.282 0.489 0.160
H 2.463 0.820 0.544 -0.088 0.145 0.217 0.083
H 0.903 1.340 1.110 0.203 -0.036 -0.052 0.027
H 4.204 2.526 3.059 -0.107 -0.201 -0.258 0.120
H 4.358 1.501 1.663 -0.136 0.113 0.162 0.096
Cl -2.185 7.256 7.265 0.173 -0.466 -0.163 0.624
C -3.561 8.375 7.427 -1.617 -0.772 1.114 -0.836
C -4.899 7.656 7.350 -0.436 0.068 -0.255 -0.592
Cl -5.224 7.012 5.721 -0.164 0.382 0.247 0.633
H -3.470 9.140 6.650 -0.740 -0.331 -0.441 -0.033
H -3.458 8.864 8.400 -0.357 -0.396 -0.119 0.054
H -5.709 8.353 7.581 0.220 -0.030 -0.025 0.084
H -4.951 6.825 8.060 0.234 0.079 -0.073 0.086
Cl -1.079 -4.973 -0.546 -1.456 -3.989 2.572 0.132
Al 4.396 -2.693 -4.126 1.998 0.708 -1.194 1.032
C 3.768 -7.020 -7.258 0.038 0.083 -0.137 -0.114
C 3.718 -8.506 -6.923 0.350 0.219 -0.287 -0.260
C 2.788 -8.828 -5.755 0.057 -0.408 -0.148 -0.183
C 3.248 -8.232 -4.493 0.145 0.433 0.955 -0.202
N 3.609 -7.753 -3.500 -0.552 -0.221 -1.215 0.138
H 4.167 -6.433 -6.425 -0.021 -0.052 -0.012 0.058
H 4.416 -6.851 -8.124 -0.135 0.022 0.156 0.080
H 2.770 -6.640 -7.501 0.091 -0.009 0.004 0.077
H 4.734 -8.859 -6.706 -0.226 -0.041 0.013 0.119
H 3.373 -9.051 -7.808 -0.004 -0.025 0.232 0.117
H 2.735 -9.917 -5.635 -0.033 0.200 0.202 0.128
H 1.772 -8.484 -5.980 0.125 0.039 0.204 0.126
N -5.956 -0.680 -3.402 -0.019 -0.085 -0.060 -0.594
O -5.707 -1.662 -2.683 -0.147 0.703 -0.469 0.096
O -6.278 0.402 -2.885 0.246 -0.695 -0.290 0.089
O -5.882 -0.782 -4.638 -0.009 0.093 0.848 0.104
C 0.935 2.771 6.421 0.239 -0.200 -0.276 -0.169
O 2.048 2.062 5.908 0.061 -0.216 -0.070 -0.135
H 1.086 2.946 7.488 0.051 -0.070 -0.143 0.081
H 0.844 3.731 5.906 -0.186 0.114 0.076 0.069
H 0.027 2.181 6.275 -0.162 0.157 0.132 0.066
H 1.885 1.922 4.960 0.096 0.305 0.236 0.038
Cl -1.797 9.858 7.146 2.408 1.822 -0.247 0.392
```
Positions in Å, forces in eV/Å.

Record 2
A cluster of 6 separate species, C29H46I2NO10P in total in a non-equilibrium geometry. Source: OMol25; level of theory: the ωB97M-V functional and the def2-TZVPD basis.

Properties
* calculated total energy: -2876.32122 Ha
* strongest force on any atom: 4.53 eV/A
* gap between HOMO and LUMO: 0.2905 Ha
* total charge: 0
* SMILES: C=CC[PH](C=C)(CN)/C(I)=C(/C)I.O=C1CCCO1.O=C1CCCO1.O=C1CCCO1.O=C1CCCO1.O=C1CCCO1

Geometry as XYZ:
```
89
Properties=species:S:1:pos:R:3:forces:R:3:lowdin_charge:R:1
C -1.568 -4.986 1.973 2.457 0.661 -0.492 -0.031
C -0.170 -4.883 2.049 -2.694 0.330 -0.190 -0.228
C 0.531 -3.593 1.395 -1.174 -0.962 -1.022 -0.342
P 2.403 -3.538 1.642 0.357 -2.224 -1.463 0.720
C 3.435 -4.816 2.612 0.464 -2.253 0.889 -0.284
C 3.115 -6.175 2.736 -0.117 1.450 -0.231 -0.059
C 2.604 -4.670 0.092 0.720 -1.060 -0.534 -0.439
N 2.588 -3.864 -1.169 -1.125 -0.518 0.648 -0.065
C 2.329 -2.505 3.241 3.024 2.849 1.811 -0.783
I 0.613 -2.446 4.621 0.885 -0.269 -0.886 0.848
C 3.419 -1.706 3.674 -3.174 -0.743 0.710 -0.798
C 3.347 -0.821 5.014 1.617 0.364 -1.055 -0.251
I 5.313 -1.580 2.607 -1.119 -0.112 0.586 0.796
H -2.069 -4.364 1.162 0.354 -0.473 1.650 0.070
H -2.199 -5.621 2.656 0.937 0.293 -1.214 0.057
H 0.398 -5.727 2.532 -0.393 1.505 -0.095 0.080
H 0.370 -3.735 0.267 0.448 0.340 1.452 0.085
H -0.018 -2.630 1.646 0.742 -1.330 0.136 0.063
H 3.100 -2.502 0.900 -0.503 -0.225 0.731 0.020
H 4.403 -4.476 3.116 -1.947 -0.055 0.051 0.047
H 3.370 -6.778 3.669 0.456 0.831 -1.643 0.068
H 2.532 -6.751 1.945 0.178 1.150 1.396 0.066
H 1.786 -5.476 0.125 1.021 0.983 -0.185 0.078
H 3.603 -5.229 0.115 -1.310 0.787 0.136 0.088
H 2.067 -2.992 -0.961 0.232 -0.616 -0.529 0.036
H 2.031 -4.425 -1.836 0.381 0.798 0.236 0.039
H 2.430 -0.158 5.045 0.915 -1.159 0.026 0.038
H 4.242 -0.106 5.016 -1.177 -1.033 -0.030 0.049
H 3.476 -1.485 5.919 -0.524 0.726 -0.980 0.075
O -1.364 1.095 -0.389 -0.114 -0.390 0.450 0.105
C -1.380 1.184 0.811 -0.112 0.229 -0.742 -0.479
C -0.877 2.354 1.616 0.370 -0.151 0.378 -0.076
C -0.781 1.767 3.007 0.394 0.290 0.517 -0.163
C -1.859 0.709 2.989 -0.119 -0.085 0.551 -0.159
O -1.903 0.238 1.634 0.158 0.063 -0.440 0.023
H -1.609 3.160 1.566 0.071 -0.063 -0.023 0.094
H 0.093 2.691 1.252 -0.227 0.097 -0.248 0.131
H -0.911 2.499 3.803 -0.091 -0.100 -0.093 0.100
H 0.199 1.295 3.139 -0.087 -0.055 -0.022 0.115
H -2.841 1.113 3.251 0.051 0.018 -0.058 0.129
H -1.628 -0.121 3.659 -0.108 -0.087 -0.247 0.084
O 0.692 -7.932 -1.587 0.145 0.523 -0.310 0.111
C 0.173 -7.230 -2.414 0.129 -0.501 0.798 -0.481
C -1.095 -7.541 -3.165 -0.025 0.063 -0.574 -0.079
C -1.044 -6.541 -4.305 -0.340 -0.126 -0.384 -0.151
C -0.270 -5.394 -3.697 -0.041 -0.070 -0.077 -0.176
O 0.644 -6.005 -2.770 0.035 -0.572 0.207 0.008
H -1.949 -7.366 -2.508 0.070 -0.122 0.050 0.134
H -1.092 -8.567 -3.529 -0.062 -0.024 0.370 0.127
H -2.027 -6.248 -4.676 0.110 0.086 0.030 0.122
H -0.482 -6.968 -5.141 -0.048 0.054 0.049 0.121
H -0.913 -4.704 -3.149 0.137 -0.094 -0.009 0.124
H 0.286 -4.839 -4.444 0.205 -0.220 0.396 0.105
O -0.705 -3.110 -4.684 -0.450 1.163 -1.022 0.083
C -0.271 -2.421 -5.570 -0.069 -0.404 0.525 -0.451
C 1.032 -1.667 -5.540 0.011 0.515 -0.110 -0.072
C 0.867 -0.702 -6.697 0.364 0.443 -0.030 -0.163
C -0.050 -1.463 -7.626 0.051 0.195 -0.466 -0.162
O -0.886 -2.252 -6.769 -0.013 -0.146 0.405 0.038
H 1.853 -2.369 -5.708 -0.036 -0.024 0.152 0.137
H 1.161 -1.144 -4.594 0.066 -0.361 0.071 0.133
H 1.809 -0.410 -7.164 -0.101 -0.040 -0.036 0.119
H 0.370 0.208 -6.347 0.040 -0.073 -0.059 0.123
H 0.497 -2.135 -8.293 -0.038 0.004 0.045 0.128
H -0.669 -0.796 -8.228 -0.127 -0.233 0.070 0.127
O -2.415 4.302 3.770 -0.241 0.652 0.082 0.106
C -2.946 5.233 3.219 0.042 -0.604 0.315 -0.459
C -3.234 5.343 1.744 0.045 0.433 -0.221 -0.077
C -3.522 6.822 1.587 0.065 0.202 -0.554 -0.157
C -4.080 7.191 2.940 -0.322 0.525 -0.082 -0.152
O -3.411 6.328 3.871 0.314 -0.508 -0.042 0.041
H -4.106 4.730 1.504 0.125 -0.133 0.024 0.139
H -2.373 5.036 1.152 -0.150 -0.219 0.081 0.114
H -4.200 7.052 0.764 -0.016 0.024 0.112 0.126
H -2.589 7.361 1.413 -0.283 -0.119 0.084 0.080
H -5.157 7.011 3.010 0.052 -0.053 0.050 0.127
H -3.880 8.232 3.195 0.069 -0.172 0.157 0.121
O -1.954 9.675 1.778 0.395 -0.618 -0.468 0.121
C -1.012 9.434 1.068 -0.455 0.463 0.748 -0.463
C -0.038 10.447 0.530 0.140 -0.008 -0.530 -0.077
C 0.654 9.673 -0.574 0.286 0.311 -0.383 -0.162
C 0.571 8.249 -0.073 0.397 -0.306 -0.252 -0.155
O -0.654 8.179 0.670 -0.245 0.416 0.159 0.004
H 0.656 10.731 1.325 -0.139 0.067 0.034 0.137
H -0.557 11.323 0.143 -0.014 0.023 0.369 0.131
H 1.675 10.001 -0.768 -0.053 -0.108 0.015 0.120
H 0.085 9.773 -1.504 0.074 -0.034 0.063 0.122
H 1.398 7.994 0.595 -0.072 0.006 -0.001 0.131
H 0.543 7.529 -0.892 -0.146 -0.079 0.220 0.129
```
Positions in Å, forces in eV/Å.

Record 3
The molecule C24H29NOS2 in a non-equilibrium geometry. Source: OMol25; level of theory: the ωB97M-V functional and the def2-TZVPD basis.

Properties
* calculated total energy: -1858.26528 Ha
* strongest force on any atom: 2.09 eV/A
* gap between HOMO and LUMO: 0.3085 Ha
* total charge: 0
* SMILES: Cc1ccc([C@H](SC(=S)OC(C)C)c2c(C(C)(C)C)[nH]c3ccccc23)cc1
* energy relative to the best compared isomer or geometry (same formula, charge and spin): 11.9 kcal per mole

Geometry as XYZ:
```
57
Properties=species:S:1:pos:R:3:forces:R:3:lowdin_charge:R:1
C -0.375 1.864 -5.166 -0.004 0.108 -0.423 -0.063
C -0.345 1.424 -3.730 0.062 0.216 0.174 -0.278
C -0.194 2.359 -2.696 0.125 -0.146 -0.105 -0.036
C -0.144 1.949 -1.369 -0.338 -0.273 0.171 -0.041
C -0.341 0.603 -1.056 -0.220 -0.207 -0.181 -0.298
C -0.278 0.121 0.385 -0.075 2.002 -0.595 -0.382
S 1.529 -0.196 0.548 0.878 -1.734 -0.199 1.050
C 2.813 0.940 0.624 0.104 1.928 -0.382 -1.110
S 4.353 0.404 0.867 -0.630 -0.658 0.165 0.707
O 2.504 2.228 0.439 0.695 -0.421 0.337 -0.150
C 3.578 3.214 0.682 -0.653 0.428 0.343 -0.453
C 4.555 3.354 -0.451 0.235 0.077 -0.662 -0.075
C 2.776 4.484 0.854 -0.183 0.351 0.225 -0.053
C -1.200 -1.035 0.669 0.110 -0.848 0.789 -0.104
C -1.060 -2.070 1.599 -0.055 0.380 -0.409 -0.149
C -0.020 -2.404 2.648 -0.338 -0.263 -0.451 -0.551
C 0.132 -1.200 3.563 0.088 0.184 0.389 -0.029
C -0.428 -3.638 3.437 -0.038 -0.282 0.582 -0.071
C 1.263 -2.796 1.956 0.953 0.440 -0.454 -0.088
N -2.139 -2.896 1.514 -0.986 -0.294 -0.265 0.130
C -3.041 -2.423 0.581 0.440 0.108 0.244 -0.200
C -4.230 -3.018 0.189 -0.528 0.276 -0.504 -0.028
C -4.968 -2.385 -0.813 0.413 -0.257 0.275 -0.102
C -4.483 -1.202 -1.395 0.425 0.445 0.252 -0.091
C -3.281 -0.603 -0.965 -0.689 0.049 -0.291 -0.022
C -2.518 -1.220 0.047 0.138 -0.528 -0.293 -0.107
C -0.460 -0.345 -2.081 0.116 0.264 -0.303 -0.052
C -0.449 0.070 -3.409 -0.027 0.093 0.281 -0.031
H -0.010 2.888 -5.287 -0.108 -0.123 0.085 0.074
H 0.255 1.226 -5.797 -0.083 0.028 0.157 0.079
H -1.388 1.816 -5.590 0.175 0.030 0.160 0.084
H -0.092 3.420 -2.925 0.016 -0.252 -0.059 0.111
H 0.058 2.661 -0.559 -0.223 -0.218 -0.379 0.115
H -0.476 0.942 1.076 -0.211 0.186 -0.114 0.121
H 4.109 2.954 1.607 -0.317 -0.179 -0.208 0.120
H 5.338 4.076 -0.154 -0.334 -0.322 -0.079 0.097
H 5.038 2.407 -0.720 -0.201 0.397 0.045 0.043
H 4.024 3.780 -1.318 0.265 -0.220 0.092 0.092
H 3.442 5.342 0.968 -0.052 -0.038 -0.010 0.087
H 2.140 4.649 -0.026 0.191 -0.016 0.167 0.086
H 2.130 4.428 1.737 0.101 0.004 -0.146 0.086
H -0.848 -0.868 3.932 0.189 -0.087 -0.017 0.099
H 0.753 -1.467 4.424 -0.001 0.119 -0.059 0.092
H 0.603 -0.362 3.042 -0.058 -0.120 0.139 0.059
H -1.351 -3.525 4.005 -0.146 0.084 0.048 0.088
H -0.508 -4.521 2.796 -0.014 0.063 -0.008 0.089
H 0.363 -3.864 4.159 -0.082 0.059 -0.043 0.093
H 1.658 -1.927 1.414 -0.012 -1.348 0.653 -0.053
H 2.035 -3.082 2.677 -0.123 -0.263 -0.029 0.098
H 1.089 -3.574 1.206 0.066 -0.146 0.297 0.103
H -2.312 -3.739 2.058 0.325 0.631 -0.246 0.148
H -4.557 -3.951 0.644 -0.009 0.164 -0.082 0.108
H -5.909 -2.818 -1.158 0.299 0.127 0.100 0.099
H -5.075 -0.741 -2.196 0.377 -0.082 0.423 0.101
H -2.974 0.346 -1.418 -0.068 -0.491 0.163 0.110
H -0.552 -1.413 -1.860 0.001 0.439 0.068 0.132
H -0.534 -0.665 -4.209 0.016 0.138 0.171 0.117
```
Positions in Å, forces in eV/Å.

Record 4
A cluster of 2 separate species, H2N2O2 in total in a non-equilibrium geometry. Source: OMol25; level of theory: the ωB97M-V functional and the def2-TZVPD basis.

Properties
* calculated total energy: -260.93815 Ha
* strongest force on any atom: 1.09 eV/A
* gap between HOMO and LUMO: 0.2574 Ha
* total charge: 0
* SMILES: [H]/N=N\[H].O=O
* energy relative to the best compared isomer or geometry (same formula, charge and spin): 117.4 kcal per mole

Geometry as XYZ:
```
6
Properties=species:S:1:pos:R:3:forces:R:3:lowdin_charge:R:1
H -0.640 -0.888 0.258 0.367 -0.212 -0.333 0.016
N -1.588 -0.643 -0.051 -0.552 0.745 0.580 -0.033
N -1.734 0.590 -0.090 0.771 -0.497 -0.584 -0.033
H -0.809 1.070 0.037 -0.559 -0.044 0.343 0.042
O 1.849 -0.325 -0.155 0.539 0.257 0.060 -0.015
O 2.922 0.197 0.001 -0.566 -0.249 -0.065 0.023
```
Positions in Å, forces in eV/Å.